[1]
DFT (the ωB97M-V functional and the def2-TZVPD basis) results for 2 unconnected molecules or ions with the total composition C4H12.

Structure (ORCA input):
```
! RIJCOSX wB97M-V def2-TZVPD def2/J DEFGRID3
* xyz 0 1
C -1.85 -0.99 1.31
C 1.94 0.40 -0.50
C -1.34 0.45 1.09
C 1.27 0.18 -1.82
H -1.22 -1.32 2.15
H 1.65 -0.42 0.16
H 3.04 0.47 -0.42
H 0.69 -0.77 -1.93
H -1.38 0.68 -0.01
H -1.59 -1.72 0.46
H 1.91 0.13 -2.68
H 1.77 1.37 -0.05
H -0.34 0.53 1.43
H 0.48 0.92 -2.09
H -2.99 -1.14 1.36
H -2.05 1.23 1.53
*
```

Summary:
SMILES: CC.CC
Orbital gap, eV: 12.4
Calculated total energy, eV: -4341.69005
E_LUMO, eV: 1.16


[2]
DFT (the ωB97M-V functional and the def2-TZVPD basis) results for a molecular structure, C43H37Cl4F5O4.

Structure (ORCA input):
```
! RIJCOSX wB97M-V def2-TZVPD def2/J DEFGRID3
* xyz 0 1
Cl -26.80 -4.48 -20.54
Cl -25.74 -6.27 -22.56
Cl -24.96 -3.63 -22.62
Cl -27.62 -4.26 -23.24
F -29.94 -5.95 -23.92
F -28.89 -1.01 -23.88
F -32.47 -7.72 -17.85
F -25.51 -5.43 -26.46
F -26.85 -6.87 -19.01
O -23.28 -0.65 -17.11
O -22.47 -5.54 -21.77
O -24.35 -7.44 -16.99
O -24.73 -0.05 -22.31
C -31.11 -0.86 -20.49
C -23.27 -5.09 -19.57
C -24.84 -1.36 -20.29
C -28.60 -9.59 -17.41
C -31.77 -8.84 -22.68
C -26.29 -4.63 -22.22
C -23.68 -7.79 -19.17
C -22.14 -5.44 -25.16
C -32.82 -8.88 -23.60
C -31.55 -0.16 -21.62
C -27.51 -8.05 -18.86
C -30.77 -7.00 -23.93
C -30.00 -1.65 -20.51
C -24.43 -0.24 -21.00
C -31.92 -6.90 -18.76
C -30.60 -6.50 -18.67
C -27.62 -8.90 -19.96
C -23.22 0.59 -19.10
C -32.80 -8.11 -24.74
C -23.79 -3.95 -26.84
C -23.46 -5.77 -25.27
C -28.63 -10.55 -18.48
C -28.20 -10.16 -19.77
C -23.75 -0.50 -18.37
C -29.68 -1.05 -22.78
C -23.91 -6.87 -18.17
C -22.93 -6.00 -20.57
C -29.31 -1.75 -21.64
C -30.84 -5.24 -20.70
C -30.83 -0.26 -22.79
C -30.75 -7.82 -22.77
C -24.27 -5.01 -26.11
C -32.73 -6.40 -19.82
C -21.68 -4.36 -25.88
C -23.24 -7.32 -20.43
C -27.96 -8.39 -17.57
C -30.01 -5.71 -19.70
C -24.50 -1.55 -18.94
C -23.68 0.75 -20.44
C -23.76 -5.55 -18.30
C -32.19 -5.53 -20.78
C -22.48 -3.62 -26.75
C -31.76 -7.21 -24.86
H -31.67 -6.51 -25.67
H -22.98 -4.07 -19.78
H -23.83 -4.83 -17.49
H -28.98 -5.40 -19.63
H -27.90 -7.66 -16.78
H -27.29 -8.54 -20.92
H -33.65 -9.56 -23.44
H -20.65 -4.07 -25.74
H -31.91 -9.54 -21.87
H -29.62 -2.14 -19.62
H -29.94 -6.86 -17.90
H -33.76 -6.69 -19.97
H -23.29 1.53 -21.07
H -24.37 -3.39 -27.55
H -29.93 -7.74 -22.08
H -23.98 -8.83 -19.17
H -24.81 -2.41 -18.36
H -32.82 -5.18 -21.58
H -28.28 -10.80 -20.63
H -23.79 -6.55 -24.60
H -22.44 -0.22 -16.92
H -32.32 0.58 -21.50
H -29.21 -11.45 -18.39
H -22.66 1.31 -18.52
H -25.53 -2.07 -20.71
H -22.32 -4.59 -21.81
H -28.38 -2.31 -21.67
H -23.11 -8.03 -21.23
H -22.14 -2.77 -27.34
H -30.39 -4.76 -21.56
H -29.04 -9.91 -16.47
H -33.63 -8.08 -25.43
H -21.44 -5.93 -24.50
H -24.62 -6.84 -16.29
H -25.32 -0.72 -22.66
H -31.65 -0.71 -19.56
H -31.13 0.34 -23.64
*
```

Summary:
Orbital gap, eV: 8.4
Calculated total energy, eV: -117055.25854
E_LUMO, eV: 0.30


[3]
DFT (the ωB97M-V functional and the def2-TZVPD basis) results for a single C7H9NO2 molecule.

Structure (ORCA input):
```
! RIJCOSX wB97M-V def2-TZVPD def2/J DEFGRID3
* xyz 0 1
O -2.35 -0.69 1.64
O 0.84 -2.72 -0.32
N 1.16 -0.37 -0.07
C -0.75 1.07 1.01
C 0.62 -1.59 -0.08
C 2.58 -0.24 -0.46
C -2.24 -0.21 -1.86
C 0.60 0.93 0.25
C -2.07 -0.07 -0.65
C -1.67 -0.05 0.66
H -0.58 0.97 2.16
H 0.52 1.26 -0.72
H 3.09 -1.24 -0.39
H -1.25 2.05 0.80
H -3.14 -1.07 1.21
H 1.41 1.48 0.85
H 3.16 0.35 0.31
H -2.39 -0.10 -2.87
H 2.46 0.23 -1.50
*
```

Summary:
Orbital gap (alpha / beta), eV: 7.0 / 7.7
Calculated total energy, eV: -12984.15506
E_LUMO (alpha / beta), eV: 0.26 / 0.69


[4]
DFT (the ωB97M-V functional and the def2-TZVPD basis) results for 2 unconnected molecules or ions with the total composition C6H13NO.

Structure (ORCA input):
```
! RIJCOSX wB97M-V def2-TZVPD def2/J DEFGRID3
* xyz -1 2
O -2.28 -0.45 2.09
N -1.41 0.02 -1.56
C 0.83 -1.19 -0.89
C 1.18 0.16 -0.37
C 1.10 0.28 1.08
C 0.51 1.28 1.80
C -0.72 -1.21 -1.24
C 1.75 1.17 -1.09
H -1.71 0.34 2.19
H 0.94 -1.90 -0.06
H -1.21 0.78 -0.92
H 1.97 2.20 -0.81
H 1.76 -0.38 1.66
H 1.39 -1.62 -1.73
H 0.74 1.48 2.84
H -1.09 0.36 -2.48
H 2.06 1.04 -2.13
H -0.02 2.08 1.29
H -2.90 -0.22 1.35
H -0.82 -1.97 -2.03
H -1.20 -1.63 -0.37
*
```

Summary:
Orbital gap (alpha / beta), eV: 3.7 / 7.8
Calculated total energy, eV: -9967.83431
E_LUMO (alpha / beta), eV: 4.16 / 4.05


Short version: ΔE to the lowest compared entry with this formula, charge and spin = 80.88, 208.22, 611.73, 163.51 kJ/mol, in the order given.